Record 1
A structure of composition C58H59F5N9RbS. Source: the Open Molecules 2025 dataset; level of theory: ωB97M-V/def2-TZVPD.

```
! wB97M-V def2-TZVPD RIJCOSX def2/J DEFGRID3
* xyz -2 1
Rb -0.0143 -0.0942 -0.0768
C -1.5109 -5.5933 1.5823
C -0.4112 -5.2718 2.5993
C -0.1629 -3.8011 2.7191
C -0.6516 -2.9392 3.6537
C -1.4895 -3.2509 4.8535
C -0.6710 -3.3110 6.1468
C -0.1869 -1.6078 3.2561
C -0.5075 -0.4107 3.9077
C -0.1630 0.8947 3.5323
C -0.3916 2.0862 4.3518
C -0.9985 2.1193 5.7222
C -2.5281 2.0848 5.7336
C 0.1444 3.1302 3.6575
C 0.7126 2.5563 2.4373
C 1.4799 3.2762 1.4994
C 2.2479 2.7649 0.4491
N 2.3233 1.4632 0.1086
C 3.2012 1.3585 -0.9053
C 3.5527 0.1633 -1.5501
C 3.1278 -1.1381 -1.2348
N 2.3787 -1.4605 -0.1685
C 2.1127 -2.7812 -0.2438
C 1.3105 -3.4865 0.6601
C 0.6157 -2.9878 1.7815
N 0.5699 -1.6935 2.1456
C 2.7450 -3.3564 -1.4376
C 3.3866 -2.3304 -2.0549
C 4.1722 -2.3539 -3.3264
C 5.6865 -2.3731 -3.0956
C 2.6575 -4.7871 -1.8639
C 3.6220 -5.6983 -1.0979
C 3.7368 2.6856 -1.2484
C 3.1318 3.5636 -0.4097
C 3.3610 5.0383 -0.3001
C 4.3402 5.3973 0.8224
C 4.7611 2.9855 -2.3011
C 4.1764 3.0905 -3.7123
N 0.4801 1.2339 2.3938
C 0.2590 4.5625 4.0819
C 1.6164 4.8842 4.7141
H -1.6650 -6.6710 1.4808
H -1.2579 -5.1863 0.6025
H -2.4551 -5.1362 1.8891
H 0.5118 -5.7809 2.3040
H -0.6893 -5.6820 3.5753
H -2.0058 -4.2050 4.7061
H -2.2744 -2.4957 4.9552
H 0.0842 -4.0971 6.0804
H -1.3047 -3.5106 7.0157
H -0.1476 -2.3674 6.3088
H -1.0850 -0.5069 4.8241
H -0.6613 3.0197 6.2461
H -0.6226 1.2711 6.3028
H -2.9248 2.9673 5.2232
H -2.9191 2.0803 6.7550
H -2.8988 1.1984 5.2182
H 1.5359 4.3507 1.6507
H 4.2155 0.2589 -2.4064
H 1.2051 -4.5511 0.4719
H 3.9098 -1.4793 -3.9304
H 3.8864 -3.2268 -3.9200
H 5.9958 -1.5103 -2.5032
H 6.2362 -2.3600 -4.0409
H 5.9729 -3.2702 -2.5423
H 2.8635 -4.8623 -2.9356
H 1.6343 -5.1492 -1.7244
H 4.6538 -5.3825 -1.2667
H 3.5228 -6.7412 -1.4107
H 3.4327 -5.6386 -0.0249
H 2.4081 5.5462 -0.1230
H 3.7407 5.4250 -1.2507
H 3.9780 5.0111 1.7763
H 4.4757 6.4788 0.9128
H 5.3137 4.9400 0.6333
H 5.5341 2.2109 -2.2907
H 5.2683 3.9243 -2.0563
H 3.7271 2.1458 -4.0168
H 4.9451 3.3533 -4.4444
H 3.3910 3.8479 -3.7443
H -0.5374 4.8069 4.7927
H 0.1063 5.2150 3.2157
H 1.7693 4.2808 5.6112
H 1.6933 5.9401 4.9892
H 2.4225 4.6468 4.0189
C -2.5397 3.0980 0.9700
N -1.9256 3.0187 -0.3374
C -2.7238 2.3417 -1.3484
C -1.8894 1.8784 -2.4954
N -0.5909 1.8165 -2.4982
C -0.2830 1.2402 -3.7334
C 0.9571 0.8860 -4.2506
C 0.9846 0.2103 -5.4569
C -0.1988 -0.1181 -6.1332
C -1.4394 0.2331 -5.6280
C -1.4527 0.9268 -4.4248
N -2.4865 1.4048 -3.6362
C -3.0265 1.7913 1.5443
N -2.6972 0.6192 1.0972
C -3.3651 -0.2894 1.9086
C -3.3456 -1.6794 1.8844
C -4.0945 -2.3441 2.8383
C -4.8455 -1.6500 3.7992
C -4.8744 -0.2643 3.8307
C -4.1213 0.3916 2.8650
N -3.9131 1.7359 2.5942
H -3.3848 3.7987 0.9411
H -1.7969 3.5213 1.6533
H -0.9969 2.6136 -0.2728
H -3.4950 3.0249 -1.7268
H -3.2315 1.4483 -0.9646
H 1.8544 1.0728 -3.6751
H 1.9336 -0.1127 -5.8670
H -0.1438 -0.6828 -7.0561
H -2.3557 -0.0524 -6.1293
H -3.3872 0.9528 -3.5980
H -2.7626 -2.2138 1.1445
H -4.0908 -3.4272 2.8550
H -5.4109 -2.2103 4.5343
H -5.4445 0.2765 4.5764
H -4.1610 2.5016 3.1936
F -0.2421 -4.6172 -6.2414
C -0.8831 -3.8916 -5.3036
C -0.1824 -3.0670 -4.4419
F 1.1512 -2.9825 -4.5522
C -0.8643 -2.3285 -3.4945
F -0.1343 -1.4911 -2.7486
C -2.2570 -2.3568 -3.3156
S -3.0623 -1.4166 -2.0964
C -2.9113 -3.2080 -4.2158
F -4.2536 -3.3273 -4.1798
C -2.2610 -3.9486 -5.1826
F -2.9631 -4.7423 -6.0185
*
```

Output
Orbital gap in eV: 4.651
LUMO level in eV: 3.51
E in Ha: -3660.13539
Relative energy (zero: lowest compared OMol25 entry of this formula, charge and spin) in kJ/mol: 0.0

Atom charges from the Löwdin analysis, given in e for atoms 1 to 99:
1 Rb 0.78
2 C -0.09
3 C -0.21
4 C -0.15
5 C -0.15
6 C -0.21
7 C -0.10
8 C -0.27
9 C 0.04
10 C -0.26
11 C -0.14
12 C -0.20
13 C -0.10
14 C -0.17
15 C -0.28
16 C 0.03
17 C -0.26
18 N 0.06
19 C -0.26
20 C 0.03
21 C -0.26
22 N 0.04
23 C -0.27
24 C 0.04
25 C -0.26
26 N 0.05
27 C -0.14
28 C -0.14
29 C -0.21
30 C -0.10
31 C -0.20
32 C -0.10
33 C -0.14
34 C -0.14
35 C -0.21
36 C -0.10
37 C -0.21
38 C -0.09
39 N 0.07
40 C -0.22
41 C -0.10
42 H 0.06
43 H 0.07
44 H 0.06
45 H 0.10
46 H 0.10
47 H 0.10
48 H 0.09
49 H 0.07
50 H 0.06
51 H 0.07
52 H 0.10
53 H 0.10
54 H 0.11
55 H 0.06
56 H 0.06
57 H 0.05
58 H 0.09
59 H 0.09
60 H 0.09
61 H 0.10
62 H 0.09
63 H 0.07
64 H 0.06
65 H 0.06
66 H 0.10
67 H 0.11
68 H 0.06
69 H 0.06
70 H 0.07
71 H 0.10
72 H 0.10
73 H 0.06
74 H 0.06
75 H 0.07
76 H 0.10
77 H 0.10
78 H 0.05
79 H 0.06
80 H 0.08
81 H 0.10
82 H 0.10
83 H 0.07
84 H 0.06
85 H 0.06
86 C -0.14
87 N -0.03
88 C -0.16
89 C -0.35
90 N 0.16
91 C -0.23
92 C -0.01
93 C -0.10
94 C -0.11
95 C -0.03
96 C -0.21
97 N 0.14
98 C -0.30
99 N 0.13

=====

Record 2
A structure of composition C58H65BFN5O5P2Sr. Source: the Open Molecules 2025 dataset; level of theory: ωB97M-V/def2-TZVPD.

```
! wB97M-V def2-TZVPD RIJCOSX def2/J DEFGRID3
* xyz 0 1
Sr -1.2035 1.2347 -1.0535
C -2.5055 2.8420 1.6282
P -1.5822 1.3027 2.1068
C -2.4318 0.7252 3.6131
C -3.7883 0.9583 3.8266
C -4.4244 0.4131 4.9349
C -3.7228 -0.3767 5.8319
C -2.3718 -0.6252 5.6173
C -1.7337 -0.0817 4.5148
C -0.0276 1.9785 2.8170
C 1.1759 1.5148 2.2929
C 2.3893 1.9627 2.8030
C 2.4087 2.8936 3.8291
C 1.2112 3.3773 4.3482
C 0.0043 2.9163 3.8498
C -3.7254 2.4546 0.8332
C -5.0484 2.8087 1.0258
C -5.7856 2.1100 0.0316
C -4.8554 1.3987 -0.7020
C -5.0472 0.4093 -1.8117
P -3.9042 -1.0169 -1.4702
C -4.6060 -1.6087 0.1138
C -3.7363 -1.7781 1.1878
C -4.2218 -2.1595 2.4337
C -5.5786 -2.3754 2.6135
C -6.4548 -2.2073 1.5473
C -5.9703 -1.8223 0.3078
C -4.5456 -2.2359 -2.6865
C -4.4930 -1.8848 -4.0400
C -4.9018 -2.7649 -5.0277
C -5.3577 -4.0323 -4.6850
C -5.3950 -4.4028 -3.3500
C -4.9936 -3.5136 -2.3599
N -3.5974 1.5962 -0.2202
H -1.8087 3.4481 1.0346
H -2.7776 3.4413 2.5004
H -4.3547 1.5395 3.1086
H -5.4808 0.5988 5.0854
H -4.2238 -0.8035 6.6921
H -1.8167 -1.2453 6.3110
H -0.6791 -0.2798 4.3515
H 1.1576 0.7828 1.4874
H 3.3119 1.5651 2.3942
H 3.3503 3.2452 4.2357
H 1.2236 4.1075 5.1478
H -0.9265 3.2791 4.2709
H -5.4342 3.4816 1.7787
H -6.8549 2.1236 -0.1234
H -4.7664 0.8160 -2.7891
H -6.0853 0.0779 -1.8761
H -2.6757 -1.6048 1.0481
H -3.5385 -2.2650 3.2692
H -5.9587 -2.6617 3.5870
H -7.5174 -2.3641 1.6875
H -6.6613 -1.6811 -0.5155
H -4.1167 -0.9051 -4.3170
H -4.8613 -2.4667 -6.0689
H -5.6769 -4.7245 -5.4539
H -5.7420 -5.3907 -3.0723
H -5.0318 -3.8186 -1.3214
F 4.4486 -1.8746 -1.5426
C 4.2956 -0.5764 -1.1810
C 3.1902 0.1205 -1.5752
C 3.0771 1.4590 -1.2153
C 1.8287 2.1573 -1.5912
O 1.0255 1.5776 -2.3249
C 1.6548 3.4530 -0.9890
C 2.7027 4.0112 -0.3353
N 3.9022 3.4114 -0.0919
C 4.9743 4.1766 0.4920
C 5.4724 3.8668 1.8770
C 4.6669 5.1045 1.6247
C 4.0833 2.0895 -0.4703
C 5.2030 1.3484 -0.0740
C 5.2907 0.0083 -0.4009
N 6.3851 -0.7626 0.1132
C 6.0609 -2.0555 0.6804
C 7.1633 -2.4528 1.6372
N 8.4572 -2.4935 0.8557
C 8.7576 -1.1845 0.1673
C 7.5743 -0.8100 -0.7051
C 0.3268 4.2265 -0.9311
O 0.3805 5.3494 -0.4229
O -0.6784 3.5919 -1.3551
H 2.3835 -0.3537 -2.1163
H 2.5754 5.0120 0.0549
H 5.7138 4.5089 -0.2294
H 6.5356 3.9584 2.0574
H 4.9807 3.0678 2.4111
H 5.1619 6.0646 1.6292
H 3.6520 5.1093 1.9989
H 5.9721 1.7868 0.5446
H 5.9395 -2.8425 -0.0794
H 5.1193 -1.9928 1.2258
H 7.0105 -3.4441 2.0602
H 7.2945 -1.7173 2.4283
H 8.3733 -3.2227 0.1434
H 9.2317 -2.7582 1.4630
H 9.6733 -1.3208 -0.4053
H 8.9093 -0.4491 0.9548
H 7.4860 -1.5324 -1.5366
H 7.7616 0.1690 -1.1433
C -1.1068 1.6337 -6.8710
C -2.4629 1.6556 -6.1555
C -3.1012 3.0477 -6.2439
C -3.4008 0.5918 -6.7366
C -2.2319 1.3593 -4.7327
N -2.0471 1.1449 -3.6231
H -1.2609 1.8619 -7.9268
H -0.6374 0.6534 -6.7900
H -0.4316 2.3758 -6.4460
H -3.2676 3.2935 -7.2940
H -2.4525 3.8043 -5.8036
H -4.0579 3.0731 -5.7229
H -3.5738 0.8119 -7.7909
H -4.3625 0.5932 -6.2219
H -2.9654 -0.4048 -6.6553
C -0.3317 -3.5802 2.4341
C 0.1440 -3.1749 1.0485
C -0.2608 -4.2346 0.0272
O -0.5031 -1.9522 0.6780
B 0.3234 -1.1473 -0.1413
O 1.6213 -1.7728 -0.0764
C 1.6337 -2.7835 0.9456
C 2.1535 -2.1244 2.2237
C 2.5626 -3.9068 0.5224
H -1.3957 -3.8192 2.3920
H -0.2022 -2.7713 3.1519
H 0.2030 -4.4649 2.7927
H -1.3498 -4.2968 0.0107
H 0.1405 -5.2198 0.2789
H 0.0743 -3.9523 -0.9717
H 1.4842 -1.3253 2.5432
H 3.1263 -1.6695 2.0114
H 2.2682 -2.8402 3.0419
H 2.2869 -4.2994 -0.4550
H 2.5448 -4.7242 1.2494
H 3.5854 -3.5272 0.4498
*
```

Output
Orbital gap in eV: 3.606
LUMO level in eV: -1.70
E in Ha: -3737.34321
Relative energy (zero: lowest compared OMol25 entry of this formula, charge and spin) in kJ/mol: 0.0

Atom charges from the Löwdin analysis, given in e for atoms 1 to 99:
1 Sr 1.21
2 C -0.28
3 P 1.06
4 C -0.36
5 C -0.07
6 C -0.09
7 C -0.10
8 C -0.10
9 C -0.11
10 C -0.36
11 C -0.10
12 C -0.09
13 C -0.10
14 C -0.08
15 C -0.07
16 C -0.45
17 C -0.10
18 C -0.08
19 C -0.44
20 C -0.29
21 P 1.06
22 C -0.37
23 C -0.08
24 C -0.09
25 C -0.09
26 C -0.09
27 C -0.10
28 C -0.36
29 C -0.11
30 C -0.10
31 C -0.11
32 C -0.09
33 C -0.09
34 N -0.09
35 H 0.07
36 H 0.09
37 H 0.09
38 H 0.10
39 H 0.10
40 H 0.10
41 H 0.10
42 H 0.06
43 H 0.09
44 H 0.09
45 H 0.10
46 H 0.11
47 H 0.09
48 H 0.08
49 H 0.05
50 H 0.08
51 H 0.07
52 H 0.09
53 H 0.10
54 H 0.10
55 H 0.11
56 H 0.06
57 H 0.09
58 H 0.09
59 H 0.10
60 H 0.10
61 F 0.06
62 C -0.19
63 C 0.09
64 C -0.03
65 C -0.34
66 O -0.08
67 C -0.02
68 C 0.04
69 N 0.01
70 C -0.25
71 C -0.11
72 C -0.08
73 C -0.12
74 C 0.06
75 C -0.17
76 N -0.10
77 C -0.16
78 C -0.08
79 N 0.06
80 C -0.09
81 C -0.15
82 C -0.65
83 O 0.00
84 O -0.18
85 H 0.13
86 H 0.14
87 H 0.15
88 H 0.10
89 H 0.08
90 H 0.11
91 H 0.11
92 H 0.11
93 H 0.13
94 H 0.12
95 H 0.14
96 H 0.14
97 H 0.18
98 H 0.18
99 H 0.13

=====

Record 3
A structure of composition C58H73Ge2N4O2S5Y at a distorted geometry. Source: the Open Molecules 2025 dataset; level of theory: ωB97M-V/def2-TZVPD.

```
! wB97M-V def2-TZVPD RIJCOSX def2/J DEFGRID3
* xyz 0 1
Y -0.7204 1.0023 -1.6520
C -3.1234 -5.2767 1.6090
C -1.7010 -5.0455 1.1982
C -0.6868 -5.0218 2.1430
C 0.6197 -4.7398 1.7833
C 1.7068 -4.7212 2.8112
C 0.9195 -4.4522 0.4500
C -0.0688 -4.5669 -0.5281
C 0.2624 -4.4342 -1.9855
C -1.3699 -4.8469 -0.1342
C 2.3150 -4.1182 0.0887
C 3.2103 -5.1773 -0.0309
C 4.5308 -4.9572 -0.3676
C 4.9572 -3.6670 -0.6201
C 4.0709 -2.5986 -0.5418
C 2.7590 -2.8182 -0.1375
Ge 1.4516 -1.2685 -0.1468
S 0.9876 -0.9780 -2.2556
S -0.0602 -1.6756 1.5395
Ge -0.3770 0.5835 1.6322
S -2.2192 0.9042 0.5121
S 1.6355 0.9759 0.4937
C -0.4666 1.4341 3.4694
C 0.1090 0.8242 4.5813
C -0.1790 1.3044 5.8584
C -1.0071 2.3926 6.0385
C -1.5115 3.0432 4.9317
C -1.2435 2.5793 3.6462
C -1.7344 3.4642 2.5658
C -3.1000 3.5960 2.3095
C -4.1066 2.6579 2.9046
C -3.5390 4.6045 1.4629
C -2.6542 5.5078 0.8969
C -3.1469 6.6432 0.0503
C -1.2986 5.3576 1.1549
C -0.8255 4.3512 1.9803
C 0.6416 4.2548 2.2575
C 1.1291 -0.2499 4.5424
C 2.4614 0.1123 4.3322
C 2.8251 1.5086 3.9276
C 3.4558 -0.8347 4.5332
C 3.1579 -2.1207 4.9523
C 4.2480 -3.1287 5.1684
C 1.8266 -2.4625 5.1532
C 0.8065 -1.5506 4.9390
C -0.6268 -1.9529 5.0979
C 4.5338 -1.2537 -0.9507
C 4.9117 -0.3061 0.0000
C 4.8596 -0.6399 1.4588
C 5.3894 0.9262 -0.4237
C 5.5134 1.2233 -1.7715
C 6.0198 2.5626 -2.2166
C 5.1458 0.2637 -2.7048
C 4.6587 -0.9732 -2.3158
C 4.2821 -1.9990 -3.3409
H -3.1736 -5.7324 2.5943
H -3.6395 -5.9171 0.8971
H -3.6521 -4.3249 1.6512
H -0.9166 -5.2082 3.1836
H 1.3247 -5.0478 3.7743
H 2.0996 -3.7104 2.9116
H 2.5321 -5.3718 2.5247
H 1.2673 -4.7968 -2.1943
H 0.2295 -3.3884 -2.2907
H -0.4482 -4.9939 -2.5905
H -2.1453 -4.9060 -0.8874
H 2.8418 -6.1797 0.1379
H 5.2197 -5.7867 -0.4581
H 5.9840 -3.4723 -0.8978
H 0.2703 0.8203 6.7150
H -1.2360 2.7536 7.0308
H -2.1061 3.9378 5.0529
H -3.6934 2.1048 3.7439
H -4.4070 1.9350 2.1460
H -4.9931 3.1981 3.2352
H -4.5998 4.7019 1.2697
H -4.1553 6.9251 0.3454
H -3.1641 6.3679 -1.0042
H -2.4925 7.5054 0.1566
H -0.5941 6.0608 0.7305
H 1.1498 5.1551 1.9235
H 1.0750 3.4115 1.7184
H 0.8308 4.1126 3.3193
H 2.2977 2.2400 4.5380
H 2.5537 1.6844 2.8862
H 3.8952 1.6669 4.0336
H 4.4888 -0.5510 4.3873
H 5.2249 -2.6503 5.1524
H 4.2271 -3.8851 4.3828
H 4.1177 -3.6374 6.1222
H 1.5819 -3.4577 5.4957
H -0.7044 -2.9727 5.4643
H -1.1235 -1.8947 4.1286
H -1.1567 -1.2887 5.7778
H 3.9262 -1.1435 1.7147
H 4.9446 0.2644 2.0545
H 5.6794 -1.3129 1.7192
H 5.6806 1.6607 0.3152
H 6.6083 3.0357 -1.4342
H 5.1808 3.2181 -2.4516
H 6.6330 2.4706 -3.1105
H 5.2585 0.4836 -3.7585
H 4.4155 -1.6095 -4.3469
H 3.2413 -2.2940 -3.2163
H 4.8923 -2.8927 -3.2269
N -1.8194 -0.9116 -3.4971
C -1.8646 -0.6392 -4.9372
C -0.4626 -0.6891 -5.5680
C 0.0729 0.6607 -6.0589
C 0.8901 1.4263 -5.0209
N 0.0656 1.9980 -3.9446
H -1.2685 -1.7583 -3.3436
H -2.7649 -1.1052 -3.1696
H -2.3153 0.3497 -5.0743
H -2.5130 -1.3656 -5.4556
H -0.4764 -1.3842 -6.4112
H 0.2340 -1.0912 -4.8301
H -0.7588 1.2879 -6.3948
H 0.7234 0.4964 -6.9229
H 1.4379 2.2226 -5.5487
H 1.6246 0.7608 -4.5542
H -0.7501 2.4681 -4.3475
H 0.6170 2.7394 -3.5009
O -1.8878 3.8796 -2.8378
S -1.1174 4.1984 -1.5863
N -0.2454 3.0874 -1.1526
O -3.0620 1.2166 -2.3413
C -4.2159 1.5801 -2.5923
C -5.3945 0.6554 -2.3733
C -5.9796 0.1629 -3.7032
C -6.9367 1.1604 -4.3536
C -6.2908 2.4900 -4.7405
C -5.7468 3.2670 -3.5346
N -4.4536 2.7842 -3.1069
H -6.1672 1.1725 -1.8005
H -5.0324 -0.1869 -1.7799
H -6.5294 -0.7616 -3.5187
H -5.1670 -0.0723 -4.3935
H -7.7651 1.3553 -3.6667
H -7.3530 0.7051 -5.2557
H -7.0386 3.1078 -5.2425
H -5.4763 2.3176 -5.4465
H -6.4661 3.1959 -2.7092
H -5.6333 4.3206 -3.7947
H -3.6183 3.3718 -3.2036
*
```

Output
Orbital gap in eV: 7.619
LUMO level in eV: 0.09
E in Ha: -8806.95253
Relative energy (zero: lowest compared OMol25 entry of this formula, charge and spin) in kJ/mol: 162.9

Atom charges from the Löwdin analysis, given in e for atoms 1 to 99:
1 Y 0.88
2 C -0.05
3 C -0.27
4 C -0.03
5 C -0.26
6 C -0.03
7 C -0.20
8 C -0.22
9 C -0.04
10 C -0.01
11 C -0.22
12 C -0.04
13 C -0.05
14 C -0.03
15 C -0.23
16 C -0.19
17 Ge 0.14
18 S 0.21
19 S 0.34
20 Ge 0.09
21 S 0.21
22 S 0.21
23 C -0.19
24 C -0.22
25 C -0.03
26 C -0.05
27 C -0.03
28 C -0.23
29 C -0.18
30 C -0.25
31 C -0.05
32 C -0.01
33 C -0.31
34 C -0.05
35 C -0.09
36 C -0.22
37 C -0.02
38 C -0.16
39 C -0.20
40 C -0.04
41 C -0.02
42 C -0.27
43 C -0.04
44 C -0.03
45 C -0.23
46 C -0.03
47 C -0.16
48 C -0.23
49 C -0.04
50 C -0.01
51 C -0.27
52 C -0.05
53 C -0.01
54 C -0.22
55 C -0.04
56 H 0.07
57 H 0.08
58 H 0.08
59 H 0.12
60 H 0.08
61 H 0.07
62 H 0.08
63 H 0.08
64 H -0.01
65 H 0.08
66 H 0.12
67 H 0.13
68 H 0.11
69 H 0.12
70 H 0.13
71 H 0.11
72 H 0.13
73 H 0.07
74 H 0.05
75 H 0.08
76 H 0.12
77 H 0.08
78 H 0.06
79 H 0.08
80 H 0.11
81 H 0.08
82 H 0.03
83 H 0.08
84 H 0.08
85 H 0.02
86 H 0.08
87 H 0.11
88 H 0.07
89 H 0.07
90 H 0.08
91 H 0.11
92 H 0.08
93 H 0.05
94 H 0.08
95 H 0.06
96 H 0.07
97 H 0.10
98 H 0.12
99 H 0.07

=====

Q: The lowest LUMO level belongs to which entry?
A: C58H65BFN5O5P2Sr

=====

Q: The highest E belongs to which entry?
A: C58H59F5N9RbS

=====

Q: Among the records above, which one has the lowest LUMO level?
A: C58H65BFN5O5P2Sr

=====

Q: What is the orbital gap in the first record?
A: 4.651 eV